# 1
# C17H49AsCl4F6O18P3

A structure of composition C17H49AsCl4F6O18P3 in a non-equilibrium geometry (the ωB97M-V functional and the def2-TZVPD basis, the OMol25 dataset).

Summary:
HOMO-LUMO gap (spin up / spin down) (eV): 2.02 / 8.35
HOMO (spin up / spin down) (eV): 1.65 / -4.73
LUMO energy (spin up / spin down) (eV): 3.66 / 3.62
<S²>: 0.752

ORCA input file:
```
! wB97M-V def2-TZVPD RIJCOSX def2/J DEFGRID3
* xyz -2 2
As -10.370 -21.746 5.911
F -11.722 -20.754 6.241
F -11.385 -23.167 6.158
F -8.995 -22.878 5.440
F -9.216 -20.328 5.707
F -9.806 -21.939 7.646
F -10.847 -21.620 4.181
C -18.216 -24.675 3.870
O -17.006 -24.680 4.643
P -16.097 -25.993 4.754
O -15.483 -26.651 3.533
O -15.028 -25.584 5.875
C -13.730 -25.232 5.475
O -17.100 -27.059 5.513
C -17.647 -26.927 6.792
H -18.722 -25.619 3.668
H -18.215 -24.166 2.906
H -18.835 -24.108 4.564
H -13.573 -24.241 5.901
H -13.368 -25.378 4.457
H -13.063 -25.993 5.878
H -17.036 -26.276 7.417
H -17.752 -27.893 7.286
H -18.607 -26.430 6.648
C -12.035 -29.051 8.316
O -11.615 -29.503 7.028
P -10.359 -28.728 6.278
O -10.161 -29.253 4.865
O -10.685 -27.110 6.385
C -9.728 -26.060 6.505
O -9.289 -28.984 7.403
C -8.111 -29.643 7.116
H -11.325 -28.458 8.892
H -12.493 -29.907 8.813
H -12.830 -28.328 8.132
H -9.965 -25.491 7.404
H -9.844 -25.499 5.578
H -8.661 -26.283 6.540
H -7.273 -29.455 7.787
H -7.742 -29.250 6.168
H -8.478 -30.664 7.018
C -4.964 -22.964 5.738
O -4.310 -22.441 4.597
P -3.132 -23.355 3.847
O -2.299 -24.273 4.693
O -2.234 -22.221 3.109
C -1.630 -21.119 3.855
O -3.873 -24.127 2.608
C -4.434 -23.409 1.588
H -4.533 -23.938 5.969
H -6.051 -22.896 5.798
H -4.656 -22.272 6.522
H -1.508 -21.398 4.902
H -2.341 -20.301 3.740
H -0.655 -21.020 3.378
H -4.021 -23.664 0.612
H -4.336 -22.336 1.751
H -5.481 -23.680 1.725
C -11.329 -18.908 9.747
C -11.251 -17.433 9.838
O -12.414 -16.848 10.193
O -12.106 -19.568 8.790
H -11.579 -19.275 10.742
H -10.305 -19.271 9.660
H -10.854 -17.016 8.913
H -10.450 -17.370 10.575
H -12.749 -16.299 9.480
H -11.533 -19.953 8.122
C -10.337 -17.326 3.348
C -8.922 -17.731 3.928
O -8.695 -19.073 3.556
O -10.519 -17.728 2.011
H -10.617 -16.280 3.472
H -11.232 -17.861 3.665
H -8.971 -17.742 5.017
H -8.108 -17.126 3.528
H -8.865 -19.661 4.296
H -10.055 -18.566 1.937
C -11.908 -25.544 9.411
C -11.887 -23.981 9.510
O -13.239 -23.632 9.551
O -12.628 -26.110 10.517
H -10.858 -25.838 9.386
H -12.437 -25.800 8.493
H -11.199 -23.561 8.775
H -11.344 -23.619 10.383
H -13.768 -24.300 9.994
H -12.038 -26.608 11.089
C -6.492 -19.970 6.994
Cl -4.867 -19.910 7.693
Cl -7.337 -18.384 7.274
H -6.487 -20.163 5.921
H -7.152 -20.714 7.441
C -10.093 -24.538 2.967
Cl -10.842 -24.119 1.322
Cl -8.342 -24.630 2.797
H -10.407 -23.842 3.744
H -10.543 -25.453 3.350
*
```


# 2
# C3H4ClN3

The molecule C3H4ClN3 in a non-equilibrium geometry (the ωB97M-V functional and the def2-TZVPD basis, the OMol25 dataset).

Summary:
HOMO-LUMO gap (eV): 8.53
HOMO (eV): -7.95
LUMO energy (eV): 0.58
Energy above the lowest of the compared OMol25 structures with the same formula, charge and spin (eV): 2.7717
SMILES: [H]/N=c1\[nH]cc(Cl)[nH]1

ORCA input file:
```
! wB97M-V def2-TZVPD RIJCOSX def2/J DEFGRID3
* xyz 0 1
H 3.247 0.048 -0.307
N 2.744 -0.873 -0.030
C 1.611 -0.139 -0.128
N 1.202 1.122 -0.170
C -0.184 1.310 0.259
C -0.677 0.019 0.325
Cl -2.328 -0.295 -0.147
N 0.412 -0.850 0.106
H 1.815 1.837 -0.170
H -0.855 2.139 0.224
H 0.361 -1.937 0.669
*
```


# 3
# C5H11IN

A cluster of 2 separate species, C5H11IN in total in a non-equilibrium geometry (the ωB97M-V functional and the def2-TZVPD basis, the OMol25 dataset).

Summary:
HOMO-LUMO gap (eV): 8.87
HOMO (eV): -12.80
LUMO energy (eV): -3.93
Energy above the lowest of the compared OMol25 structures with the same formula, charge and spin (eV): 4.2618

ORCA input file:
```
! wB97M-V def2-TZVPD RIJCOSX def2/J DEFGRID3
* xyz 1 1
C -0.786 -1.523 0.089
C -0.760 -0.291 -0.358
C -1.625 -2.657 -0.343
C 1.874 0.470 0.570
C 0.606 1.184 0.743
N 0.427 2.383 -0.066
I -1.495 0.441 -2.142
H -0.230 -1.627 0.945
H -1.845 -2.507 -1.362
H -1.144 -3.683 -0.374
H -2.480 -2.774 0.467
H 2.138 0.384 -0.422
H 1.731 -0.407 1.055
H 2.593 1.150 0.983
H -0.055 1.381 1.587
H 0.208 3.232 0.386
H -0.352 2.319 -0.979
H 1.197 2.525 -0.780
*
```


# 4
# C2H8NS

A cluster of 2 separate species, C2H8NS in total in a non-equilibrium geometry (the ωB97M-V functional and the def2-TZVPD basis, the OMol25 dataset).

Summary:
HOMO-LUMO gap (spin up / spin down) (eV): 1.91 / 5.84
HOMO (spin up / spin down) (eV): 4.62 / 0.68
LUMO energy (spin up / spin down) (eV): 6.53 / 6.52
<S²>: 0.751
Energy above the lowest of the compared OMol25 structures with the same formula, charge and spin (eV): 0.7749

ORCA input file:
```
! wB97M-V def2-TZVPD RIJCOSX def2/J DEFGRID3
* xyz -2 2
N 1.487 1.657 1.772
H 2.032 0.882 1.402
H 0.509 1.361 1.700
H 1.614 2.384 1.081
C -0.083 -0.746 -1.243
C -1.291 -0.915 -0.297
S -1.770 0.456 0.765
H 0.280 0.280 -1.404
H -0.360 -1.044 -2.262
H 0.812 -1.222 -0.830
H -1.069 -1.871 0.208
H -2.161 -1.222 -0.892
*
```


# 5
# C32H49N5P2S2Sn

A structure of composition C32H49N5P2S2Sn in a non-equilibrium geometry (the ωB97M-V functional and the def2-TZVPD basis, the OMol25 dataset).

Summary:
HOMO-LUMO gap (spin up / spin down) (eV): 5.07 / 5.62
HOMO (spin up / spin down) (eV): -12.63 / -12.83
LUMO energy (spin up / spin down) (eV): -7.55 / -7.22
Energy above the lowest of the compared OMol25 structures with the same formula, charge and spin (eV): 0.8488

ORCA input file:
```
! wB97M-V def2-TZVPD RIJCOSX def2/J DEFGRID3
* xyz 2 1
Sn 0.649 0.754 -0.050
C -3.316 3.710 -1.568
C -1.916 3.125 -1.706
C -0.948 3.848 -0.770
P -1.697 1.286 -1.410
C -2.220 0.367 -2.967
C -2.447 -1.089 -2.571
C -3.413 0.920 -3.737
C -2.912 0.645 -0.218
C -4.257 0.934 -0.311
C -5.207 0.363 0.539
C -6.627 0.787 0.484
C -4.784 -0.651 1.406
C -3.457 -0.980 1.502
C -2.465 -0.282 0.771
N -1.149 -0.525 0.945
C -0.686 -1.069 2.096
C -1.301 -0.850 3.347
C -0.796 -1.407 4.492
C 0.343 -2.214 4.456
C 0.861 -2.892 5.672
C 1.006 -2.370 3.235
C 0.527 -1.809 2.071
P 1.300 -2.004 0.437
C 0.837 -3.779 -0.027
C -0.520 -3.786 -0.719
C 0.816 -4.759 1.142
C 3.164 -1.996 0.685
C 3.860 -3.246 1.223
C 3.565 -0.746 1.474
H -3.270 4.772 -1.799
H -3.685 3.604 -0.551
H -4.015 3.261 -2.266
H -1.573 3.249 -2.742
H -1.184 3.631 0.274
H -1.017 4.923 -0.915
H 0.089 3.551 -0.964
H -1.331 0.428 -3.605
H -3.404 -1.211 -2.067
H -1.656 -1.424 -1.900
H -2.447 -1.727 -3.450
H -4.337 0.836 -3.169
H -3.534 0.325 -4.642
H -3.263 1.952 -4.045
H -4.606 1.606 -1.075
H -6.815 1.470 -0.340
H -6.908 1.289 1.411
H -7.284 -0.075 0.393
H -5.515 -1.185 1.992
H -3.159 -1.818 2.115
H -2.139 -0.174 3.394
H -1.282 -1.206 5.432
H 0.140 -2.872 6.484
H 1.775 -2.410 6.021
H 1.113 -3.928 5.449
H 1.894 -2.981 3.210
H 1.608 -4.073 -0.750
H -1.300 -3.431 -0.045
H -0.768 -4.804 -1.016
H -0.509 -3.167 -1.612
H 0.003 -4.526 1.827
H 1.747 -4.777 1.698
H 0.649 -5.762 0.748
H 3.509 -1.864 -0.353
H 3.641 -3.436 2.270
H 4.937 -3.096 1.148
H 3.607 -4.125 0.635
H 3.105 -0.735 2.462
H 3.269 0.172 0.946
H 4.646 -0.722 1.603
C 4.190 4.676 1.783
C 3.109 4.224 2.704
C 3.005 4.726 4.003
C 1.959 4.232 4.767
N 1.125 3.331 4.300
C 1.296 2.881 3.064
S 0.193 1.678 2.534
N 2.265 3.301 2.254
H 4.780 5.457 2.249
H 3.776 5.057 0.851
H 4.841 3.837 1.546
H 3.707 5.442 4.396
H 1.780 4.559 5.784
N 3.221 0.265 -4.667
C 2.977 0.717 -3.443
N 3.972 1.263 -2.741
S 1.411 0.578 -2.831
H 4.122 0.367 -5.106
H 2.466 -0.136 -5.202
H 4.876 1.411 -3.162
H 3.785 1.711 -1.860
*
```


# 6
# C58H94FO19P

A cluster of 8 separate species, C58H94FO19P in total (the ωB97M-V functional and the def2-TZVPD basis, the OMol25 dataset).

Summary:
HOMO-LUMO gap (eV): 8.66
HOMO (eV): -9.48
LUMO energy (eV): -0.82
SMILES: CCCCCCCCCCCCCCC1=CC(=O)C(C[C@H](C)F)=C(CCCP(=O)(OCC)OCC)C1=O.O=C1CCCO1.O=C1CCCO1.O=C1CCCO1.O=C1CCCO1.O=C1CCCO1.O=C1CCCO1.O=C1CCCO1

ORCA input file:
```
! wB97M-V def2-TZVPD RIJCOSX def2/J DEFGRID3
* xyz 0 1
C 1.534 1.966 -1.666
C 2.853 1.910 -2.436
C 3.278 0.483 -2.800
C 3.601 -0.366 -1.577
C 3.841 -1.855 -1.873
C 2.850 -2.510 -2.842
C 1.363 -2.185 -2.604
C 0.601 -1.858 -3.892
C -0.816 -1.343 -3.624
C -1.878 -2.464 -3.639
C -2.658 -2.561 -4.968
C -4.136 -2.202 -4.845
C -4.297 -0.703 -4.573
C -5.697 -0.313 -4.049
C -5.663 0.176 -2.637
C -5.234 1.394 -2.287
C -5.261 1.798 -0.876
O -5.329 2.972 -0.558
C -5.252 0.730 0.161
C -4.735 1.140 1.503
C -3.189 1.230 1.534
C -2.620 2.565 1.103
F -2.679 0.237 0.680
C -5.697 -0.494 -0.174
C -5.838 -1.663 0.741
C -5.014 -2.884 0.326
C -3.507 -2.665 0.557
P -2.524 -4.183 0.624
O -1.422 -4.183 -0.358
O -2.053 -4.318 2.142
C -0.755 -3.802 2.492
C -0.678 -2.287 2.441
O -3.501 -5.427 0.518
C -3.450 -6.231 -0.689
C -4.049 -5.544 -1.890
C -6.142 -0.729 -1.565
O -6.889 -1.652 -1.834
H 0.789 1.307 -2.118
H 1.143 2.981 -1.599
H 1.654 1.617 -0.637
H 2.711 2.468 -3.360
H 3.645 2.396 -1.862
H 2.487 0.047 -3.406
H 4.197 0.589 -3.384
H 2.846 -0.276 -0.794
H 4.526 0.028 -1.143
H 3.924 -2.395 -0.928
H 4.831 -1.926 -2.336
H 3.133 -2.317 -3.876
H 2.954 -3.592 -2.716
H 1.231 -1.374 -1.884
H 0.877 -3.066 -2.175
H 0.535 -2.786 -4.466
H 1.178 -1.173 -4.514
H -1.082 -0.636 -4.409
H -0.844 -0.849 -2.651
H -2.596 -2.246 -2.840
H -1.441 -3.430 -3.387
H -2.194 -1.893 -5.699
H -2.569 -3.569 -5.381
H -4.636 -2.459 -5.780
H -4.576 -2.740 -4.002
H -4.080 -0.123 -5.470
H -3.550 -0.423 -3.826
H -6.405 -1.135 -4.139
H -6.048 0.522 -4.658
H -4.898 2.121 -3.016
H -5.083 0.481 2.294
H -5.143 2.131 1.710
H -2.863 1.016 2.547
H -2.550 2.586 0.015
H -1.610 2.682 1.495
H -3.245 3.398 1.414
H -6.892 -1.958 0.726
H -5.590 -1.418 1.772
H -5.239 -3.199 -0.690
H -5.332 -3.711 0.964
H -3.418 -2.192 1.536
H -3.049 -2.021 -0.191
H -0.570 -4.129 3.515
H -0.001 -4.263 1.855
H -0.660 -1.930 1.410
H 0.219 -1.934 2.947
H -1.562 -1.862 2.917
H -2.423 -6.544 -0.864
H -4.037 -7.118 -0.456
H -4.021 -6.212 -2.750
H -3.539 -4.613 -2.137
H -5.097 -5.303 -1.699
O -1.303 1.354 4.183
C -1.910 1.055 5.174
C -1.500 0.107 6.281
C -2.820 -0.146 7.015
C -3.576 1.149 6.743
O -3.120 1.589 5.451
H -0.774 0.623 6.907
H -1.057 -0.795 5.865
H -2.707 -0.359 8.076
H -3.344 -0.985 6.555
H -3.340 1.928 7.462
H -4.656 1.017 6.698
O 6.348 -3.846 0.111
C 5.544 -4.634 0.517
C 5.687 -6.144 0.551
C 4.249 -6.610 0.768
C 3.656 -5.434 1.534
O 4.355 -4.271 1.051
H 6.340 -6.408 1.385
H 6.117 -6.504 -0.379
H 4.157 -7.554 1.300
H 3.746 -6.714 -0.194
H 3.828 -5.513 2.610
H 2.593 -5.296 1.355
O -1.426 3.120 7.557
C -0.406 3.717 7.320
C -0.181 5.210 7.320
C 1.149 5.341 6.577
C 1.822 4.012 6.896
O 0.737 3.070 7.030
H -0.115 5.546 8.356
H -0.995 5.718 6.808
H 1.743 6.204 6.869
H 0.960 5.409 5.505
H 2.369 4.036 7.840
H 2.487 3.662 6.111
O 2.483 -2.857 -6.364
C 3.205 -2.001 -6.788
C 4.520 -2.156 -7.530
C 5.135 -0.761 -7.414
C 3.895 0.122 -7.321
O 2.910 -0.685 -6.655
H 4.299 -2.429 -8.563
H 5.125 -2.932 -7.069
H 5.791 -0.489 -8.238
H 5.707 -0.688 -6.488
H 3.506 0.395 -8.304
H 4.051 1.027 -6.739
O -2.540 6.916 5.765
C -3.516 6.217 5.722
C -3.573 4.714 5.536
C -5.036 4.481 5.162
C -5.726 5.641 5.872
O -4.765 6.712 5.866
H -3.302 4.241 6.481
H -2.878 4.395 4.765
H -5.423 3.508 5.458
H -5.162 4.580 4.083
H -5.969 5.406 6.910
H -6.626 5.982 5.367
O 4.586 3.890 -4.080
C 4.114 4.970 -4.279
C 4.678 6.327 -3.898
C 3.467 7.247 -4.039
C 2.658 6.533 -5.116
O 2.937 5.136 -4.934
H 5.472 6.576 -4.603
H 5.083 6.299 -2.891
H 3.711 8.275 -4.300
H 2.905 7.261 -3.105
H 2.968 6.817 -6.124
H 1.586 6.687 -5.022
O 8.702 2.316 2.382
C 8.131 1.269 2.274
C 8.253 0.245 1.159
C 7.021 -0.635 1.369
C 6.802 -0.503 2.870
O 7.259 0.819 3.209
H 9.183 -0.306 1.302
H 8.268 0.740 0.192
H 7.140 -1.664 1.040
H 6.171 -0.209 0.834
H 7.391 -1.225 3.440
H 5.758 -0.595 3.160
*
```


no.,total energy (eV)
1,-210384.5646
2,-20165.7861
3,-14943.0197
4,-14525.1420
5,-87497.1266
6,-112584.2838